{
  "formula": "C31H20BrF4N3O8PPtS",
  "method": "ωB97M-V/def2-TZVPD",
  "relative_energy_kcal_mol": 18.0,
  "lumo_ev": [-12.77, -12.77],
  "total_charge": 3,
  "homo_ha": [-0.62654, -0.62654],
  "symbols": ["Pt", "F", "C", "C", "F", "C", "F", "C", "P", "C", "C", "C", "C", "C", "C", "C", "C", "C", "C", "C", "C", "C", "Br", "C", "F", "H", "H", "H", "H", "H", "H", "H", "H", "H", "H", "C", "S", "O", "C", "C", "C", "C", "C", "C", "H", "H", "H", "H", "H", "H", "H", "H", "O", "N", "O", "C", "C", "C", "C", "O", "C", "C", "N", "O", "O", "N", "O", "O", "H", "H"],
  "xyz": [[0.29, -0.12, 0.00], [-1.78, -6.83, 0.05], [-1.02, -5.78, -0.01], [0.37, -5.91, 0.00], [0.91, -7.10, 0.07], [1.17, -4.78, -0.05], [2.49, -4.92, -0.04], [0.62, -3.50, -0.12], [1.70, -2.06, -0.10], [2.61, -1.97, -1.60], [3.74, -1.13, -1.67], [4.46, -1.06, -2.85], [4.04, -1.80, -3.96], [2.90, -2.60, -3.90], [2.17, -2.68, -2.73], [2.74, -2.13, 1.33], [4.11, -2.43, 1.19], [4.88, -2.58, 2.33], [4.30, -2.44, 3.59], [2.94, -2.16, 3.72], [2.16, -2.00, 2.60], [-0.76, -3.41, -0.13], [-1.59, -1.70, -0.23], [-1.59, -4.50, -0.08], [-2.90, -4.36, -0.11], [4.04, -0.53, -0.82], [5.34, -0.45, -2.91], [4.61, -1.75, -4.88], [2.59, -3.17, -4.77], [1.29, -3.30, -2.69], [4.55, -2.61, 0.22], [5.93, -2.83, 2.24], [4.91, -2.57, 4.48], [2.51, -2.08, 4.71], [1.10, -1.81, 2.69], [0.43, 0.78, 4.33], [-0.02, 1.37, 2.68], [-0.27, -0.01, 1.90], [-1.66, 1.98, 2.97], [-1.74, 3.30, 3.42], [-3.00, 3.80, 3.72], [-4.13, 3.02, 3.54], [-4.02, 1.70, 3.08], [-2.77, 1.17, 2.79], [-0.47, 0.59, 4.90], [1.02, 1.58, 4.77], [1.04, -0.11, 4.22], [-0.86, 3.92, 3.53], [-3.10, 4.82, 4.08], [-5.11, 3.43, 3.74], [-4.90, 1.09, 2.98], [-2.67, 0.15, 2.45], [-1.78, 4.34, -5.55], [-1.57, 4.93, -4.51], [-1.72, 6.11, -4.29], [-1.06, 4.11, -3.38], [-0.87, 4.71, -2.14], [-0.42, 3.96, -1.08], [-0.17, 2.57, -1.20], [0.10, 1.86, -0.15], [-0.31, 2.04, -2.52], [-0.78, 2.80, -3.60], [0.07, 0.71, -2.83], [-0.06, 0.26, -3.91], [0.72, -0.04, -1.97], [-0.20, 4.69, 0.20], [0.26, 4.05, 1.13], [-0.49, 5.85, 0.21], [-1.07, 5.77, -2.02], [-0.90, 2.37, -4.59]]
}

=====

{
  "formula": "C12H9NO5S5Tc",
  "method": "ωB97M-V/def2-TZVPD",
  "lumo_ev": [-1.98, -1.39],
  "s2": 0.809,
  "spin_multiplicity": 2,
  "homo_ha": [-0.31188, -0.31071],
  "symbols": ["Tc", "C", "C", "C", "C", "C", "C", "C", "S", "O", "O", "N", "C", "C", "O", "O", "H", "H", "H", "H", "H", "H", "H", "H", "H", "O", "C", "S", "C", "C", "S", "S", "S"],
  "xyz": [[-0.95, 1.69, -0.18], [1.85, -4.99, 0.60], [1.75, -3.57, 0.13], [2.83, -2.92, -0.46], [2.73, -1.61, -0.90], [1.53, -0.93, -0.74], [0.44, -1.56, -0.15], [0.55, -2.86, 0.28], [1.43, 0.76, -1.22], [2.58, 1.07, -2.01], [0.08, 0.94, -1.88], [1.14, 1.65, 0.05], [1.61, 1.42, 1.39], [0.39, 1.22, 2.31], [0.47, 0.87, 3.45], [-0.80, 1.43, 1.71], [2.88, -5.34, 0.56], [1.25, -5.64, -0.04], [1.48, -5.09, 1.62], [3.76, -3.46, -0.59], [3.57, -1.12, -1.37], [-0.51, -1.04, -0.04], [-0.30, -3.35, 0.74], [2.18, 2.28, 1.75], [2.26, 0.54, 1.47], [-6.71, 5.26, -1.28], [-5.72, 4.62, -1.07], [-4.14, 5.36, -0.70], [-3.27, 3.85, -0.58], [-3.97, 2.70, -0.74], [-3.14, 1.20, -0.71], [-5.67, 2.84, -1.07], [-1.57, 3.76, -0.34]]
}

=====

{
  "formula": "C40H65CdN10P2",
  "method": "ωB97M-V/def2-TZVPD",
  "lumo_ev": 2.58,
  "total_charge": -1,
  "homo_ha": -0.08465,
  "symbols": ["Cd", "C", "C", "C", "C", "C", "C", "C", "C", "C", "C", "C", "C", "H", "H", "H", "H", "H", "H", "H", "H", "H", "H", "H", "H", "H", "H", "H", "H", "H", "H", "C", "N", "C", "C", "N", "C", "P", "C", "N", "C", "C", "N", "C", "C", "N", "C", "C", "N", "C", "H", "H", "H", "H", "H", "H", "H", "H", "H", "H", "H", "H", "H", "H", "H", "N", "P", "N", "C", "C", "C", "C", "C", "N", "C", "C", "C", "C", "C", "N", "C", "C", "C", "C", "C", "H", "H", "H", "H", "H", "H", "H", "H", "H", "H", "H", "H", "H", "H", "H", "H", "H", "H", "H", "H", "H", "H", "H", "H", "H", "H", "H", "H", "H", "H", "C", "H", "H"],
  "xyz": [[-0.09, -0.61, -0.54], [1.39, -4.37, 1.02], [1.75, -3.69, -0.28], [1.22, -4.22, -1.46], [0.24, -5.36, -1.38], [1.61, -3.70, -2.70], [1.20, -4.36, -3.98], [2.43, -2.57, -2.74], [2.74, -1.93, -4.07], [2.96, -2.04, -1.57], [3.92, -0.88, -1.63], [2.62, -2.60, -0.33], [3.24, -2.00, 0.91], [0.40, -4.05, 1.36], [2.10, -4.15, 1.81], [1.37, -5.45, 0.88], [0.74, -6.30, -1.17], [-0.33, -5.45, -2.29], [-0.48, -5.16, -0.58], [0.28, -3.91, -4.37], [1.03, -5.42, -3.84], [1.98, -4.25, -4.73], [3.60, -2.41, -4.54], [2.95, -0.87, -3.95], [1.88, -2.02, -4.73], [3.37, 0.06, -1.62], [4.51, -0.92, -2.54], [4.60, -0.88, -0.79], [4.32, -2.13, 0.91], [2.85, -2.43, 1.82], [3.02, -0.93, 0.93], [-4.93, 0.55, 0.93], [-3.57, 0.11, 0.90], [-3.22, -0.99, 1.73], [-2.27, -1.70, 1.11], [-2.00, -1.23, -0.16], [-2.97, -0.20, -0.40], [-4.32, -0.77, -1.69], [-3.60, -2.33, -2.17], [-2.50, -2.57, -2.86], [-2.50, -3.91, -3.08], [-3.60, -4.49, -2.52], [-4.30, -3.48, -1.94], [-5.49, -3.59, -1.16], [-1.72, 1.00, -2.26], [-0.50, 0.53, -2.49], [-0.31, 0.58, -3.83], [-1.40, 1.14, -4.42], [-2.29, 1.41, -3.42], [-3.62, 1.92, -3.57], [-5.19, 0.83, 1.95], [-5.03, 1.42, 0.28], [-5.63, -0.21, 0.55], [-3.70, -1.13, 2.67], [-1.73, -2.57, 1.47], [-1.73, -4.37, -3.67], [-3.94, -5.51, -2.49], [-5.61, -4.61, -0.79], [-5.42, -2.89, -0.33], [-6.37, -3.31, -1.75], [0.61, 0.25, -4.28], [-1.62, 1.36, -5.45], [-3.81, 2.14, -4.62], [-4.31, 1.15, -3.19], [-3.75, 2.83, -2.98], [0.78, 0.57, 0.92], [0.98, 1.92, 1.60], [1.84, 1.77, 3.12], [3.25, 1.45, 3.10], [3.67, 0.81, 4.42], [2.99, -0.55, 4.61], [1.60, -0.54, 3.98], [1.05, 0.88, 3.96], [-0.23, 2.98, 2.18], [-1.60, 2.59, 2.46], [-2.45, 3.86, 2.52], [-2.09, 4.65, 3.78], [-0.62, 4.39, 4.17], [0.22, 4.15, 2.92], [1.96, 3.13, 0.79], [1.24, 4.03, -0.09], [0.90, 3.41, -1.44], [2.16, 2.92, -2.17], [3.39, 3.06, -1.27], [3.11, 2.52, 0.13], [3.81, 2.38, 2.95], [3.51, 0.76, 2.28], [3.38, 1.49, 5.23], [4.75, 0.70, 4.45], [2.92, -0.76, 5.68], [3.60, -1.34, 4.16], [0.92, -1.20, 4.53], [1.63, -0.88, 2.95], [1.01, 1.29, 4.99], [0.04, 0.85, 3.55], [-1.71, 2.07, 3.42], [-1.94, 1.90, 1.69], [-3.51, 3.60, 2.52], [-2.25, 4.45, 1.63], [-2.74, 4.36, 4.61], [-2.25, 5.72, 3.60], [-0.55, 3.52, 4.82], [-0.21, 5.25, 4.71], [1.27, 3.99, 3.19], [0.17, 5.05, 2.30], [1.86, 4.94, -0.22], [0.31, 4.32, 0.39], [0.35, 4.13, -2.05], [0.24, 2.56, -1.24], [2.32, 3.48, -3.09], [2.03, 1.87, -2.44], [3.70, 4.10, -1.22], [4.23, 2.49, -1.69], [4.00, 2.69, 0.75], [2.93, 1.44, 0.06], [-2.34, 1.13, -0.93], [-1.57, 1.43, -0.21], [-3.13, 1.88, -0.95]]
}

=====

{
  "formula": "CH11N3O3",
  "method": "ωB97M-V/def2-TZVPD",
  "relative_energy_kcal_mol": 15.0,
  "lumo_ev": 0.39,
  "smiles": "N=C(N)N.O.O.O",
  "homo_ha": -0.35779,
  "symbols": ["N", "C", "N", "N", "H", "H", "H", "H", "H", "H", "H", "O", "H", "H", "O", "H", "H", "O"],
  "xyz": [[-0.13, -0.61, 1.46], [-1.49, -0.55, 1.04], [-1.90, -1.64, 0.29], [-2.21, 0.49, 1.14], [0.30, -1.53, 1.55], [-0.01, -0.17, 2.36], [-1.60, -2.53, 0.65], [-2.89, -1.59, 0.10], [-1.76, 1.25, 1.63], [3.77, -0.21, -0.67], [4.91, 0.04, 0.38], [4.71, -0.36, -0.47], [-2.34, 1.91, -2.64], [-1.10, 2.00, -1.76], [-1.46, 1.54, -2.53], [0.96, 0.55, -1.61], [0.83, 0.58, -0.09], [1.42, 0.84, -0.82]]
}

=====

{
  "formula": "C5H12N4S",
  "method": "ωB97M-V/def2-TZVPD",
  "relative_energy_kcal_mol": 20.8,
  "lumo_ev": -7.57,
  "total_charge": 2,
  "homo_ha": -0.63266,
  "symbols": ["C", "C", "C", "C", "C", "N", "N", "N", "N", "S", "H", "H", "H", "H", "H", "H", "H", "H", "H", "H", "H", "H"],
  "xyz": [[0.40, -1.10, 2.00], [-0.19, 1.78, -0.01], [0.20, -1.02, -0.26], [1.53, 0.23, 0.29], [-1.08, -0.47, -0.87], [-0.06, -1.70, 0.93], [1.13, 1.55, 0.03], [1.32, -0.16, 1.66], [-0.89, 0.95, -1.13], [-1.41, -1.16, -2.54], [0.30, -1.58, 2.93], [-0.68, 1.56, 0.96], [-0.40, 2.89, -0.11], [0.90, -1.55, -1.04], [2.49, -0.11, 0.00], [-2.01, -0.59, -0.24], [-0.63, -2.44, 0.92], [1.79, 2.22, -0.12], [1.80, 0.51, 2.35], [-1.86, 1.42, -1.41], [-0.34, 0.97, -1.99], [-2.30, -2.19, -2.35]]
}

=====

{
  "formula": "C35H25MnN8O4",
  "method": "ωB97M-V/def2-TZVPD",
  "lumo_ev": [1.81, 1.66],
  "s2": 8.771,
  "spin_multiplicity": 6,
  "total_charge": -1,
  "homo_ha": [-0.15905, -0.16807],
  "symbols": ["Mn", "O", "C", "O", "C", "C", "C", "C", "C", "N", "C", "O", "O", "H", "H", "H", "C", "C", "C", "C", "C", "C", "N", "C", "C", "C", "C", "C", "C", "N", "N", "C", "C", "C", "C", "C", "N", "H", "H", "H", "H", "H", "H", "H", "H", "H", "H", "H", "H", "H", "C", "C", "N", "C", "C", "C", "C", "C", "C", "C", "C", "N", "C", "N", "H", "H", "H", "H", "H", "H", "H", "H", "H"],
  "xyz": [[7.24, 8.71, 17.51], [7.59, 10.07, 21.41], [7.58, 9.91, 20.18], [8.17, 9.03, 19.49], [6.74, 10.91, 19.34], [6.18, 12.03, 19.88], [5.48, 12.85, 19.02], [5.46, 12.64, 17.64], [6.05, 11.47, 17.20], [6.64, 10.63, 18.05], [6.17, 11.09, 15.75], [5.63, 11.90, 14.98], [6.80, 10.03, 15.50], [6.23, 12.25, 20.93], [4.99, 13.71, 19.43], [4.95, 13.27, 16.93], [3.52, 8.62, 21.56], [3.42, 9.24, 20.32], [4.19, 8.82, 19.22], [5.09, 7.76, 19.36], [5.22, 7.20, 20.63], [4.43, 7.59, 21.70], [5.92, 7.38, 18.33], [6.01, 6.15, 17.91], [5.13, 5.09, 18.32], [5.38, 3.80, 17.93], [6.44, 3.45, 17.05], [7.18, 4.48, 16.54], [7.00, 5.81, 16.91], [7.72, 6.88, 16.49], [8.85, 6.78, 15.95], [9.55, 8.03, 15.89], [10.67, 8.15, 15.10], [11.26, 9.40, 15.03], [10.78, 10.42, 15.85], [9.72, 10.17, 16.69], [9.12, 9.00, 16.66], [2.91, 8.93, 22.38], [2.80, 10.11, 20.21], [4.15, 9.35, 18.27], [5.99, 6.45, 20.79], [4.56, 7.13, 22.65], [4.31, 5.29, 19.01], [4.74, 3.03, 18.33], [6.56, 2.41, 16.76], [7.93, 4.22, 15.80], [11.02, 7.29, 14.52], [12.08, 9.56, 14.34], [11.28, 11.39, 15.88], [9.37, 10.90, 17.43], [1.83, 8.85, 15.43], [3.13, 9.32, 15.60], [4.18, 8.51, 15.70], [4.01, 7.22, 15.57], [2.75, 6.63, 15.35], [1.65, 7.48, 15.32], [2.57, 5.20, 15.08], [3.38, 4.30, 14.53], [4.72, 4.34, 13.90], [5.46, 3.17, 13.78], [6.69, 3.26, 13.22], [7.22, 4.42, 12.80], [6.42, 5.48, 12.93], [5.21, 5.50, 13.44], [0.97, 9.51, 15.36], [3.30, 10.38, 15.71], [4.89, 6.59, 15.68], [0.66, 7.08, 15.20], [1.62, 4.83, 15.45], [3.02, 3.27, 14.58], [5.06, 2.23, 14.15], [7.30, 2.38, 13.01], [6.82, 6.43, 12.60]]
}

=====

{
  "formula": "C4H8N4",
  "method": "ωB97M-V/def2-TZVPD",
  "relative_energy_kcal_mol": 132.0,
  "lumo_ev": 0.29,
  "homo_ha": -0.29403,
  "symbols": ["C", "C", "C", "N", "C", "N", "N", "N", "H", "H", "H", "H", "H", "H", "H", "H"],
  "xyz": [[-1.39, 0.86, -1.15], [1.05, 0.68, -0.02], [-0.78, 0.54, 0.18], [-0.06, -2.35, 1.23], [2.04, 1.25, -0.67], [0.60, -0.60, 0.09], [0.88, -1.39, 1.04], [-1.41, 0.62, 1.26], [-0.59, -2.64, 0.41], [0.28, -3.10, 1.81], [-0.92, 0.29, 2.09], [-0.83, 0.43, -1.97], [-2.41, 0.49, -1.18], [-1.43, 1.94, -1.28], [2.12, 2.32, -0.73], [2.85, 0.65, -1.08]]
}

=====

{
  "formula": "C4H3NOS2",
  "method": "ωB97M-V/def2-TZVPD",
  "relative_energy_kcal_mol": 54.1,
  "lumo_ev": -0.56,
  "smiles": "C#CC(=O)NSC=S",
  "homo_ha": -0.33703,
  "symbols": ["C", "C", "C", "C", "H", "H", "H", "N", "O", "S", "S"],
  "xyz": [[-0.27, -1.07, -1.19], [-0.43, 1.75, 0.99], [-0.33, 0.70, 2.01], [-0.30, -0.11, 2.88], [-1.26, -0.62, -1.14], [0.04, 2.16, -0.95], [-0.24, -0.84, 3.71], [0.08, 1.41, -0.26], [-0.92, 2.83, 1.19], [0.05, -2.58, -1.69], [0.97, 0.03, -0.65]]
}

=====

{
  "formula": "C36H35FN5O3V",
  "method": "ωB97M-V/def2-TZVPD",
  "relative_energy_kcal_mol": 62.5,
  "lumo_ev": [-4.72, -3.49],
  "s2": 1.240,
  "spin_multiplicity": 2,
  "total_charge": 1,
  "homo_ha": [-0.38770, -0.39238],
  "symbols": ["V", "O", "C", "C", "C", "C", "C", "C", "N", "H", "H", "H", "H", "H", "H", "H", "C", "C", "C", "C", "C", "C", "C", "C", "C", "C", "C", "C", "N", "C", "C", "C", "C", "C", "C", "F", "H", "H", "H", "H", "H", "H", "H", "H", "H", "H", "H", "H", "H", "H", "H", "H", "H", "H", "H", "H", "H", "O", "N", "O", "C", "C", "C", "C", "C", "C", "N", "C", "C", "N", "C", "C", "C", "C", "H", "H", "H", "H", "H", "H", "H"],
  "xyz": [[0.27, 0.44, 0.30], [2.79, 0.15, 0.51], [3.02, -0.31, 1.84], [2.01, 0.40, 2.70], [2.22, 0.68, 4.03], [1.24, 1.15, 4.96], [0.00, 1.65, 4.76], [-0.67, 2.10, 3.50], [0.92, 0.74, 2.01], [3.33, -0.35, -0.10], [4.03, -0.06, 2.18], [2.89, -1.40, 1.90], [3.18, 0.39, 4.44], [1.54, 1.04, 6.00], [-0.60, 1.83, 5.65], [-1.59, 1.51, 3.37], [-2.12, -3.68, 0.53], [-1.35, -2.38, 0.82], [-1.75, -1.85, 2.20], [0.15, -2.64, 0.68], [0.72, -3.64, 1.46], [2.00, -4.08, 1.23], [2.73, -3.55, 0.17], [2.23, -2.53, -0.62], [3.09, -2.03, -1.78], [4.56, -1.81, -1.42], [3.04, -3.06, -2.92], [0.93, -2.02, -0.32], [0.41, -0.86, -0.94], [0.20, -0.77, -2.31], [-0.22, -1.83, -3.12], [-0.39, -1.64, -4.48], [-0.15, -0.40, -5.06], [0.25, 0.67, -4.27], [0.40, 0.46, -2.93], [0.80, 1.47, -2.10], [-3.19, -3.46, 0.42], [-2.01, -4.40, 1.34], [-1.77, -4.15, -0.39], [-1.65, -1.65, 0.07], [-1.43, -2.54, 2.99], [-2.84, -1.75, 2.27], [-1.31, -0.88, 2.40], [0.13, -4.11, 2.25], [2.43, -4.86, 1.85], [3.71, -3.95, -0.04], [2.68, -1.09, -2.14], [5.05, -2.75, -1.16], [4.73, -1.11, -0.59], [5.08, -1.41, -2.29], [3.52, -3.99, -2.60], [3.56, -2.68, -3.80], [2.02, -3.29, -3.21], [-0.43, -2.79, -2.65], [-0.71, -2.47, -5.10], [-0.27, -0.27, -6.13], [0.44, 1.65, -4.69], [-4.33, 5.40, -2.53], [-4.09, 5.53, -1.34], [-4.44, 6.48, -0.67], [-3.31, 4.48, -0.68], [-2.79, 4.79, 0.55], [-1.96, 3.93, 1.28], [-1.58, 4.31, 2.64], [-1.07, 3.56, 3.62], [0.18, 1.96, 2.23], [-0.60, 1.90, 1.03], [-1.55, 2.75, 0.64], [-2.19, 2.35, -0.58], [-1.89, 1.09, -0.99], [-2.50, 0.63, -2.06], [-3.42, 1.39, -2.80], [-3.71, 2.67, -2.41], [-3.09, 3.20, -1.26], [-3.05, 5.76, 0.97], [-1.82, 5.34, 2.89], [-0.90, 4.02, 4.58], [0.88, 2.80, 2.21], [-2.29, -0.39, -2.35], [-3.89, 0.95, -3.67], [-4.41, 3.27, -2.97]]
}

=====

Calculated max |F| (eV Å⁻¹), listed in the same order as above: 1.31 0.54 1.68 1.00 5.25 1.76 2.90 2.02 1.69